(1)
DFT (wB97M-V/def2-TZVPD) results for H20Na3O14S as an isolated structure at a distorted geometry.

Last column: Löwdin charge in e.
Geometry (Å):
Na -4.16895 -2.93845 -0.12593  0.9165
Na 3.41842 -2.25378 2.55115  0.9022
Na -0.89348 0.65958 5.06281  0.8921
S 0.19568 -0.26121 0.66841  0.0544
O 0.64598 0.45041 1.84696  -0.4417
O -1.21306 -0.66460 0.84681  -0.4564
O 0.26464 0.56164 -0.50857  -0.3852
O 0.99097 -1.42868 0.44267  -0.4307
O -0.71535 -5.10451 0.37352  -0.0407
H -1.10161 -5.06686 1.24851  0.0156
H 0.15184 -4.71268 0.47694  0.0305
O -1.19093 3.93711 3.70894  -0.0542
H -1.33982 4.20784 2.80296  0.0468
H -1.07173 4.75720 4.18797  0.0359
O 2.69338 3.41641 2.61380  -0.0462
H 1.96117 2.83508 2.40849  0.0097
H 3.12833 3.00078 3.35832  0.0198
O -3.65451 1.48450 -1.05867  -0.0546
H -3.06914 1.86003 -1.71637  0.0191
H -3.15089 0.76962 -0.66936  0.0008
O 3.81105 -3.03291 -2.25697  -0.0362
H 3.25037 -2.97115 -1.48364  0.0173
H 4.62029 -2.58940 -2.00272  0.0350
O -1.17283 3.67673 -3.02159  -0.0465
H -0.59974 2.98258 -2.69607  0.0263
H -1.33540 3.44469 -3.93590  0.0312
O -2.47383 -2.09987 -3.25789  -0.0493
H -1.79903 -1.47112 -3.00188  0.0349
H -3.04903 -1.60898 -3.84473  0.0364
O 1.60031 -0.70280 -3.86434  -0.0506
H 1.22390 -0.43567 -3.02577  0.0092
H 2.11628 -1.48227 -3.65838  0.0083
O -2.62117 -2.18187 3.76090  -0.0517
H -2.32535 -1.77686 2.94562  0.0003
H -2.35994 -3.09932 3.68168  0.0285
O 3.26797 2.64772 -1.29191  -0.0524
H 2.55594 2.04462 -1.07857  0.0077
H 3.40929 3.14643 -0.48720  0.0179

Computed properties:
energy above the lowest of the compared OMol25 structures with the same formula, charge and spin	483.66	kJ/mol
electronic energy	-53068.213	eV
total charge	+1
HOMO energy	-0.350	Eh
LUMO	-4.624	eV
gap between HOMO and LUMO	4.91	eV

***

(2)
DFT (wB97M-V/def2-TZVPD) results for a 10-piece molecular cluster, H20O10 overall at a distorted geometry.

Last column: Löwdin charge in e.
Geometry (Å):
O 3.60732 0.91186 0.66855  -0.0501
H 3.30901 0.85762 1.62315  0.0874
H 4.53259 1.11129 0.63680  0.0430
O -0.17487 1.20465 0.15793  -0.0398
H -0.69652 0.45632 0.45160  -0.0134
H 0.64729 0.98505 0.60581  0.0343
O -2.92775 1.99052 -1.57356  -0.0697
H -1.99381 1.64181 -1.67860  0.0102
H -3.40943 1.32362 -1.12356  -0.0075
O -3.46530 -0.61578 3.01094  -0.0864
H -2.81282 -0.36070 2.37083  -0.0356
H -2.93457 -0.63754 3.88158  0.0836
O 0.96103 -1.74185 2.26497  0.0037
H 0.34728 -1.15852 2.66632  0.0360
H 1.81655 -1.57269 2.59082  0.0406
O -0.71941 -1.66527 -1.84846  -0.0432
H -0.57580 -2.22999 -2.58312  0.0391
H -0.61667 -0.76094 -2.18759  0.0119
O 2.33991 1.78695 -1.62145  -0.0290
H 2.16177 0.88283 -1.87484  0.0233
H 2.91303 1.62834 -0.91896  -0.0521
O 1.60866 -1.30296 -0.32274  -0.0558
H 1.39887 -1.32481 0.59952  -0.0501
H 0.74627 -1.49247 -0.68591  -0.0232
O -1.58587 -0.99958 0.95922  -0.0383
H -2.37768 -0.80353 0.48627  0.0565
H -1.56139 -1.96271 1.03557  0.0947
O -0.45146 1.04310 -2.55629  -0.0547
H -0.13899 1.58400 -3.27885  0.0791
H 0.05277 1.22139 -1.75594  0.0052

Computed properties:
energy above the lowest of the compared OMol25 structures with the same formula, charge and spin	277.14	kJ/mol
electronic energy	-20799.740	eV
total charge	0
SMILES string	O.O.O.O.O.O.O.O.O.O
HOMO energy	-0.389	Eh
LUMO	-0.294	eV
gap between HOMO and LUMO	10.28	eV

***

(3)
DFT (wB97M-V/def2-TZVPD) results for a 10-piece molecular cluster, H20O10 overall at a distorted geometry.

Last column: Löwdin charge in e.
Geometry (Å):
O -0.15654 -0.80766 0.58585  -0.0635
H 0.38641 -0.08754 0.89996  -0.0007
H -0.62426 -0.31492 -0.16415  0.0835
O -1.84344 1.78207 1.44253  0.0032
H -0.90206 1.81585 1.67059  0.0440
H -2.09711 0.94451 1.26297  -0.0378
O -4.14825 -0.82977 -1.07199  -0.1055
H -4.13057 -1.68213 -0.58080  0.0156
H -3.36642 -1.08005 -1.70930  0.0898
O -0.69344 4.09132 0.52332  -0.0700
H -0.08833 4.65627 0.02815  0.0523
H -0.62705 3.25083 0.18847  -0.0563
O -1.81508 3.64082 -1.24159  -0.1175
H -2.04936 3.02541 -1.95605  0.0451
H -2.50912 4.36998 -1.50925  0.1252
O -3.41528 -3.92505 1.20272  -0.0628
H -3.24320 -3.69356 0.25878  0.0367
H -3.04618 -3.19681 1.71410  0.0340
O 3.95781 1.10567 -0.13855  -0.0940
H 3.44912 1.64920 0.57113  0.1052
H 3.82575 1.47863 -1.01410  0.0461
O 4.77227 -1.49586 -1.11398  -0.0313
H 3.88124 -1.56398 -1.47639  0.0408
H 4.79944 -0.96829 -0.34954  -0.0353
O 0.08787 -3.50425 -1.25582  -0.0693
H -0.42290 -3.75464 -0.40446  0.0848
H 0.93257 -3.23946 -1.01077  -0.0234
O 3.11280 -0.57541 1.93041  -0.0427
H 3.72213 -0.66886 1.18572  0.0023
H 2.25119 -0.42232 1.53202  0.0019

Computed properties:
energy above the lowest of the compared OMol25 structures with the same formula, charge and spin	549.57	kJ/mol
electronic energy	-20796.917	eV
total charge	0
SMILES string	O.O.O.O.O.O.O.O.O.O
HOMO energy	-0.381	Eh
LUMO	-0.616	eV
gap between HOMO and LUMO	9.75	eV

***

(4)
DFT (wB97M-V/def2-TZVPD) results for a 10-piece molecular cluster, H20O10 overall at a distorted geometry.

Last column: Löwdin charge in e.
Geometry (Å):
O 0.90962 -0.43205 -0.59385  -0.0711
H 0.45285 -1.18144 -0.93774  -0.0127
H 0.10712 0.18491 -0.33319  0.0734
O 4.66009 1.08219 -1.33508  -0.0426
H 5.44318 1.09384 -0.80638  0.0133
H 4.27861 1.97232 -1.28191  0.0416
O -2.32622 -0.30009 1.24515  -0.0913
H -2.27210 0.62843 1.38849  0.0043
H -2.46736 -0.58384 2.21395  0.1223
O -3.96488 -1.42190 -2.15645  -0.0793
H -3.38358 -0.92464 -1.57919  0.0058
H -3.99441 -2.36336 -1.76161  0.0651
O 0.30005 -0.13468 1.96477  -0.0586
H -0.19162 -0.88918 1.70388  -0.0032
H -0.33254 0.58902 1.76668  0.0254
O 2.04325 4.33983 0.27006  -0.0329
H 2.05569 3.46058 0.68304  0.0200
H 1.69132 4.70632 1.05640  0.0150
O 3.38621 0.87023 1.71738  -0.0185
H 4.27463 1.04516 1.40348  0.0232
H 2.93173 1.63747 1.45266  -0.0236
O -2.17195 2.37537 -0.76645  -0.0311
H -1.25661 2.23609 -0.61322  -0.0014
H -2.51427 1.55175 -0.33642  0.0321
O -2.35723 -2.19986 -0.11184  -0.0647
H -1.62761 -2.57862 -0.65871  0.0350
H -3.08149 -2.68219 -0.42137  -0.0088
O -0.28666 -3.89394 -1.39954  -0.0553
H 0.60129 -3.85122 -0.92223  0.1031
H -0.90712 -4.33652 -0.85078  0.0154

Computed properties:
energy above the lowest of the compared OMol25 structures with the same formula, charge and spin	546.79	kJ/mol
electronic energy	-20796.946	eV
total charge	0
SMILES string	O.O.O.O.O.O.O.O.O.O
HOMO energy	-0.392	Eh
LUMO	-0.286	eV
gap between HOMO and LUMO	10.37	eV

***

(5)
DFT (wB97M-V/def2-TZVPD) results for a 10-piece molecular cluster, H20O10 overall at a distorted geometry.

Last column: Löwdin charge in e.
Geometry (Å):
O 0.93715 0.32767 -1.14250  -0.0291
H 0.23167 -0.03026 -0.60931  -0.0133
H 1.68051 0.46628 -0.54088  0.0444
O 1.73784 -0.86591 -5.22136  -0.1036
H 0.82331 -0.57039 -4.83251  0.0944
H 1.40043 -1.28749 -6.00758  0.0081
O -2.93610 -2.32483 -2.38176  -0.0932
H -3.73496 -1.86618 -2.62561  0.0114
H -3.39583 -2.85677 -1.63693  0.0837
O -1.69480 2.12471 3.53351  -0.1360
H -1.18149 2.94220 3.62855  0.0393
H -1.15639 1.41255 3.00626  0.0974
O 3.19917 -3.23762 1.28884  -0.0430
H 4.14835 -3.41460 1.20299  0.0480
H 3.01480 -3.09196 0.38382  0.0062
O -2.28529 0.10649 -0.37185  -0.0474
H -1.48658 -0.26201 0.03608  0.0160
H -2.17283 1.08198 -0.38242  0.0399
O -3.16486 1.15613 2.61733  -0.0850
H -2.75781 0.58665 1.99264  -0.0053
H -3.96769 1.35299 2.12129  0.0605
O 0.00259 -2.43418 1.79772  -0.0393
H 0.42102 -2.20392 0.94016  0.0370
H 0.60991 -2.34094 2.49069  0.0006
O -1.25824 2.54197 -2.06909  -0.0325
H -1.23827 3.42771 -2.51215  0.0760
H -0.83506 2.55800 -1.26787  -0.0354
O 4.82920 2.45227 2.39011  -0.0095
H 4.48656 2.06237 1.65893  -0.0350
H 5.74371 2.18711 2.51292  0.0444

Computed properties:
energy above the lowest of the compared OMol25 structures with the same formula, charge and spin	604.75	kJ/mol
electronic energy	-20796.345	eV
total charge	0
SMILES string	O.O.O.O.O.O.O.O.O.O
HOMO energy	-0.349	Eh
LUMO	-0.339	eV
gap between HOMO and LUMO	9.16	eV